Entry 1:
Entry from the Open Molecules 2025 dataset: a structure of composition C54H52ClIrN4O4P3S (wB97M-V/def2-TZVPD).

Summary:
Frontier orbital gap (spin up / spin down): 6.99 / 6.99 eV
Relative energy (zero: lowest compared OMol25 entry of this formula, charge and spin): 0.0 kJ/mol
E_HOMO (spin up / spin down): -9.8 / -9.8 eV
Calculated total energy: -125046.650 eV

The geometry in ORCA input format:
```
! wB97M-V def2-TZVPD RIJCOSX def2/J DEFGRID3
* xyz 1 1
H -0.62570 -1.49718 7.31845
H -2.14958 -3.80343 -0.29166
C 0.33781 0.95118 -4.48998
H -2.39581 0.15226 2.33867
C -3.24316 1.51734 -0.87163
H 6.11403 2.89704 3.90466
H -3.14272 -4.10475 -4.95082
C 4.22042 -1.98967 1.18261
H 0.82239 1.39690 -8.30295
C -6.01983 1.74406 -0.91146
C 0.72583 -3.32900 -1.54389
C -0.78754 3.74681 4.85369
C -1.43437 1.77825 3.02729
H 1.91819 -1.20498 -3.92900
H -1.68215 -5.37752 -3.51552
H -4.46798 -4.19932 -3.79613
C -2.39557 2.70580 3.39302
C 2.66329 1.22397 3.36274
H -3.01545 -2.03227 -3.71413
C 1.40517 -4.52728 -3.51464
C 0.90099 -4.52758 -2.21953
H 6.22492 -1.22757 1.35086
H -0.53163 4.51828 5.57076
N -2.37952 -3.94471 -1.27548
C -0.34072 0.13083 -5.38009
O -2.69173 -1.61853 2.23994
C -0.03134 5.52494 0.78718
C 1.27495 0.77547 -2.21073
N -2.87298 -2.91894 -3.26056
H 1.70272 2.60132 -4.27990
H -2.81377 4.42498 4.59696
C 5.15144 2.42328 3.75246
H 2.18345 0.69893 -2.79944
C -5.39737 1.00028 0.08150
C 1.72846 -2.81590 5.26147
H -3.54951 0.25943 0.84355
C 5.05194 -0.08756 -0.03393
H -1.90178 1.21451 -3.13572
O -1.73826 0.82824 2.06664
C -3.87451 2.24381 -1.88092
H -2.32696 -6.02898 -1.22553
C 4.48434 1.84762 4.82774
H 4.37994 -2.79551 1.89161
C -2.46152 -2.84021 -1.98969
H -1.87798 6.29493 0.00739
H 1.35267 1.67141 -1.58772
C 0.15860 2.80561 4.47947
H 1.69705 4.46935 1.49227
C 0.31127 3.15789 0.50826
H -0.70209 -0.35328 -7.43877
C -0.17270 0.29380 -6.74909
H -7.09985 1.83381 -0.92827
H -3.38665 2.64803 2.95235
P -1.43025 1.43237 -0.81952
H -0.88252 2.62635 -2.82989
C 1.18518 1.94268 -4.97209
H 4.93107 1.85993 5.81544
C -1.70150 4.18570 -0.31358
H 2.02762 2.86945 -6.71610
H 2.14981 -3.32544 -5.13837
C 3.24583 1.24719 4.63453
H 2.93009 1.70035 1.29909
C -0.91282 3.04447 -0.14317
C -3.38302 -4.14830 -3.89289
H 0.31044 6.49010 1.14699
H 0.64962 -5.46237 -1.72901
C 2.98373 -1.83574 0.58376
C -4.01453 0.88657 0.10328
H 5.11980 2.81521 1.63988
H -5.98747 0.49000 0.83353
C 0.68378 1.27473 -7.23458
H -0.98597 -0.64744 -4.98049
C 1.36371 2.09764 -6.34423
C 3.35502 1.77442 2.28880
H -5.73691 2.93731 -2.67684
H -2.67397 4.11839 -0.78661
C 1.73998 -1.83786 4.28132
C -0.15425 1.80186 3.55812
P 1.02010 0.50880 3.08752
O -0.65833 -2.51346 3.12956
C 0.75110 4.39553 0.97190
H 2.37668 -3.68175 5.17359
H 1.54292 -5.46447 -4.04407
C 2.76995 -0.80293 -0.33251
C 1.10460 -2.13193 -2.14688
H 2.38900 -1.93678 3.41689
C 0.90433 -0.72350 4.39126
C -2.73366 -5.35265 -3.24354
C 5.25759 -1.11109 0.87617
C 0.04229 -1.58905 6.46918
H -0.60194 0.25494 5.57681
C -2.87968 -5.24678 -1.74001
H 2.17564 -2.51362 0.84280
H 0.90418 2.26678 0.67338
N 0.88184 -0.07190 1.64396
C 0.88005 -2.68886 6.35875
C 1.74943 -3.32749 -4.12991
S -2.25717 -1.25057 -1.33170
C 0.05554 -0.60150 5.48622
C -1.25864 5.41705 0.14713
H -3.30244 2.73504 -2.65996
N 0.10314 0.75173 -3.07974
H 1.15375 2.84821 4.90749
H -3.93077 -5.34873 -1.46250
Ir -0.50853 -0.36119 0.39279
H -3.20325 -6.26874 -3.60000
H 3.66845 0.88247 -1.34602
C 1.61416 -2.12826 -3.44391
C -5.25737 2.36206 -1.89425
Cl -1.39358 -2.27309 1.90780
O -1.72078 -3.56638 1.30723
C -1.01556 1.56073 -2.61450
H 2.73390 0.78838 5.47442
H 5.85731 0.59584 -0.27637
H 0.33072 -3.32761 -0.53107
C 4.59052 2.37999 2.48255
H 0.87102 -3.45438 7.12692
C -2.06838 3.69100 4.31103
P 1.14376 -0.66714 -1.11396
C 3.80645 0.07153 -0.63622
*
```

Mulliken population analysis, charges in e, atoms 1 to 6:
1 H 0.410
2 H -0.060
3 C -0.628
4 H 0.060
5 C 1.324
6 H 0.433


Entry 2:
Entry from the Open Molecules 2025 dataset: a cluster of 3 separate species, C3H14N2O2 in total (wB97M-V/def2-TZVPD).

Summary:
Frontier orbital gap (spin up / spin down): 10.35 / 5.07 eV
Expectation value of S²: 0.75
Relative energy (zero: lowest compared OMol25 entry of this formula, charge and spin): 10.5 kJ/mol
E_HOMO (spin up / spin down): -13.6 / -13.6 eV
Calculated total energy: -10404.787 eV

The geometry in ORCA input format:
```
! wB97M-V def2-TZVPD RIJCOSX def2/J DEFGRID3
* xyz 1 2
N 1.10684 -0.14942 1.17310
N -1.87710 -0.37419 1.00736
H 2.13894 -0.13915 -1.28245
O -3.88571 0.52662 -0.90099
C 0.34306 -0.20536 -0.03566
C -0.89354 -1.07301 0.15900
H -2.45424 -1.07705 1.45678
H -1.33935 -1.25828 -0.80785
O 2.77405 2.13270 0.41033
C 1.25550 -0.75755 -1.15889
H 0.66954 -0.77321 -2.06968
H 1.85336 0.55955 1.23108
H -0.64617 -2.05748 0.56983
H 1.58452 -1.76754 -0.94355
H 0.01450 0.80335 -0.28299
H 3.53945 2.05051 -0.16864
H 2.45987 3.03309 0.27378
H -3.18911 0.38865 -0.23779
H 1.47780 -1.05673 1.46495
H -3.52872 1.06841 -1.60810
H -1.40349 0.12609 1.75038
*
```

natural (NBO) population analysis, charges in e, atoms 1 to 6:
1 N -0.270
2 N -0.824
3 H 0.237
4 O -0.959
5 C -0.116
6 C -0.232


Entry 3:
Entry from the Open Molecules 2025 dataset: an isolated molecule of C4H4O (wB97M-V/def2-TZVPD).

Summary:
Frontier orbital gap: 11.22 eV
Relative energy (zero: lowest compared OMol25 entry of this formula, charge and spin): 321.7 kJ/mol
E_HOMO: -10.2 eV
Calculated total energy: -6256.046 eV

The geometry in ORCA input format:
```
! wB97M-V def2-TZVPD RIJCOSX def2/J DEFGRID3
* xyz 0 1
C -1.08129 -0.11780 0.16920
C -2.16814 -0.29140 -0.28076
H -3.15855 -0.09411 -0.45066
C 1.27654 0.41177 -0.30095
H 2.23710 0.78480 -0.09780
C 0.26094 -0.10558 0.61645
O 1.10494 -1.03443 -0.17850
H 0.40079 -0.29073 1.76337
H 1.12767 0.73747 -1.24036
*
```

natural (NBO) population analysis, charges in e, atoms 1 to 6:
1 C -0.036
2 C -0.189
3 H 0.224
4 C -0.092
5 H 0.187
6 C -0.041


Entry 4:
Entry from the Open Molecules 2025 dataset: a cluster of 2 separate species, C4H15N2S in total (wB97M-V/def2-TZVPD).

Summary:
Frontier orbital gap: 9.27 eV
Relative energy (zero: lowest compared OMol25 entry of this formula, charge and spin): 94.6 kJ/mol
E_HOMO: -12.3 eV
Calculated total energy: -18200.057 eV

The geometry in ORCA input format:
```
! wB97M-V def2-TZVPD RIJCOSX def2/J DEFGRID3
* xyz 1 1
C -0.99308 1.26537 -1.26722
H 0.46908 1.26868 1.18181
H -1.46120 -0.76689 -1.09804
H 0.32729 0.13232 4.40170
C -0.20403 -0.60763 2.26370
N 1.35974 -0.44360 0.30880
H 0.12326 -0.38807 -0.82619
S -0.82670 0.38920 3.77254
H -1.43097 1.45424 -0.28227
H -1.63107 1.68238 -2.11182
H -1.12816 -0.50508 -3.49523
H 0.00385 1.75628 -1.29449
C -0.27748 -0.58285 -2.83820
H 1.82463 -1.31354 0.64559
H 0.27097 -1.47669 2.75584
C 0.84339 0.24789 1.50947
N -0.66265 -0.16811 -1.46789
H -1.03937 -0.91926 1.69536
H 1.63722 0.39687 2.18761
H 2.16263 0.08572 -0.01247
H 0.11688 -1.62678 -2.84275
H 0.51575 0.11955 -3.18583
*
```

natural (NBO) population analysis, charges in e, atoms 1 to 6:
1 C -0.434
2 H 0.197
3 H 0.423
4 H 0.129
5 C -0.497
6 N -0.864


Entry 5:
Entry from the Open Molecules 2025 dataset: a cluster of 2 separate species, C11H18 in total (wB97M-V/def2-TZVPD).

Summary:
Frontier orbital gap: 10.07 eV
Relative energy (zero: lowest compared OMol25 entry of this formula, charge and spin): 38.3 kJ/mol
E_HOMO: -9.1 eV
Calculated total energy: -11698.883 eV

The geometry in ORCA input format:
```
! wB97M-V def2-TZVPD RIJCOSX def2/J DEFGRID3
* xyz 0 1
H 2.53795 -2.41491 1.22627
C -2.30524 -1.08343 -0.61518
C 2.04857 -2.42456 0.25211
H 1.77085 -0.15074 1.72767
H -1.05487 -0.68069 -2.32717
C 3.26908 -0.34783 -0.41230
C 1.13060 -0.18272 0.85139
C -2.88802 -0.52920 0.50287
H -2.31403 3.42889 1.11150
C 1.87324 -0.98509 -0.22222
C -2.63667 0.80486 0.83566
H -0.68615 1.66851 -1.71893
C -1.63853 3.07714 0.34111
H 3.80374 -0.81543 -1.23798
H 2.57692 -3.11975 -0.40861
H -0.60419 3.26137 0.64028
H 0.14926 -0.63189 1.04352
H -1.76003 3.67480 -0.55899
H -3.10755 1.19324 1.71775
H -3.39327 -1.14051 1.23708
H 1.07065 -2.90495 0.32922
H 3.85139 -0.41906 0.50955
H -2.46314 -2.12029 -0.87896
C -1.88361 1.63066 0.03317
H 0.81015 0.73558 0.36430
H 3.14261 0.71592 -0.63005
C -1.45824 -0.30323 -1.39526
C -1.29161 1.02318 -1.08842
H 1.45013 -0.95983 -1.22939
*
```

natural (NBO) population analysis, charges in e, atoms 1 to 6:
1 H 0.199
2 C -0.225
3 C -0.610
4 H 0.208
5 H 0.214
6 C -0.600


Entry 6:
Entry from the Open Molecules 2025 dataset: a structure of composition C46H40BrN4O3P2Sn (wB97M-V/def2-TZVPD).

Summary:
Frontier orbital gap: 6.72 eV
Relative energy (zero: lowest compared OMol25 entry of this formula, charge and spin): 0.0 kJ/mol
E_HOMO: -15.2 eV
Calculated total energy: -154888.453 eV

The geometry in ORCA input format:
```
! wB97M-V def2-TZVPD RIJCOSX def2/J DEFGRID3
* xyz 3 1
H 2.29426 -1.26576 2.67922
C -2.94626 -0.81217 2.30620
C 3.35135 0.36558 5.44737
Sn -1.08707 -0.63644 -0.05847
C -0.46279 3.29472 1.52930
C 2.96057 2.64174 -2.85711
H -2.35205 -3.39683 -0.89510
H -3.50834 -3.35104 3.09556
H 3.95477 4.22391 -3.90194
H -1.23062 2.58185 1.80026
C -1.02344 -5.50225 2.30214
C 4.53603 -1.88748 -2.88621
C 2.37901 0.66485 0.19374
H -0.21925 2.81098 -1.63337
C 2.00345 -0.98839 -3.62364
H -1.78338 4.98015 1.58985
N -0.08566 -2.58887 0.22975
C 0.84892 -5.15350 0.70147
H -0.04710 5.06488 -2.62540
C 2.93052 1.65092 5.14351
H 2.30504 5.85017 0.65088
C -1.88333 -2.87356 1.79816
C -0.77100 4.64171 1.41457
C 1.53226 5.13200 0.88937
H -4.26474 0.53424 4.08099
C -3.23242 -1.96290 -3.57208
H -1.46115 0.48227 -3.97992
C 3.85963 -0.99736 -2.06508
H 2.34575 -4.66433 -0.75428
O -2.46982 0.80581 -0.11886
C 1.78403 2.24964 -2.21487
O -0.00641 0.23302 1.39319
H -0.68348 -6.50943 2.50495
C -2.29498 0.42741 -3.27776
C -2.59230 -3.69748 2.63519
P 1.68100 0.64505 -1.47878
H -2.08496 1.07499 -2.43123
H 3.79522 1.95694 -2.95156
C 1.84771 3.78951 0.99753
C 2.06014 0.85539 3.04902
C -0.73392 -3.38386 1.13750
C -2.53599 -0.98363 -2.86454
C -3.37205 0.52393 2.11242
H 5.52542 -2.22789 -2.61221
H 1.41956 -2.40023 -1.16142
C -0.29709 -4.69903 1.39257
H 1.02547 -0.62514 -3.91566
C 2.68397 -1.88115 -4.43373
C -2.14979 -5.01036 2.89717
H 3.25020 1.32561 0.21274
C 3.94783 -2.32884 -4.06420
H 4.33731 -0.64924 -1.15698
C 0.22357 5.55577 1.09407
C 3.12526 -0.68351 4.55956
C 0.69517 3.12110 -2.12535
H 2.74052 -0.33667 0.44731
C -3.20465 -3.10981 -2.80311
H -3.71187 -1.84363 -4.52906
C -4.47627 3.06089 1.84875
H 3.85952 0.17406 6.38301
H 4.48199 -3.01762 -4.70532
Br -5.63461 3.12420 4.44898
O 0.17936 0.27689 -1.39084
H 3.45601 -1.68253 4.80867
C 0.79307 4.38555 -2.67890
C 0.96645 -3.05471 -0.42388
C -4.65163 2.35508 3.05138
C -3.16111 1.26290 0.92328
N -2.23710 -1.53792 1.48139
C 2.28261 1.90311 3.94275
H -3.24514 -1.28047 3.24192
H -4.06585 -4.58023 -4.06620
H -3.17674 0.80444 -3.79304
N -2.08365 -1.50962 -1.71324
C -3.74356 2.52880 0.81343
C 0.84582 2.86659 1.31095
H 1.95524 2.90724 3.70692
N -2.49720 -2.80891 -1.70113
H -2.72276 -5.63013 3.57308
C 3.04977 3.91427 -3.39763
C 2.47964 -0.44307 3.36276
H 3.10606 2.45929 5.83981
H 2.87426 3.47511 0.84730
H 2.03721 5.76927 -3.74314
C 1.47704 -4.33657 -0.20166
H -3.13085 -5.24997 -2.72642
H -0.01764 6.60760 1.01364
C -3.81241 -4.45082 -3.01730
H 1.21499 -6.15634 0.88652
C 1.96815 4.78083 -3.30833
C -4.11464 1.10483 3.17275
P 1.23469 1.14883 1.51337
H -4.92844 4.03860 1.74037
C 2.58859 -0.55051 -2.43053
H -4.73028 -4.55027 -2.43609
H 2.24029 -2.21825 -5.36073
H -3.60888 3.07619 -0.11025
*
```

Mulliken population analysis, charges in e, atoms 1 to 6:
1 H 0.240
2 C 0.016
3 C -0.596
4 Sn 2.453
5 C -0.497
6 C -0.922


Entry 7:
Entry from the Open Molecules 2025 dataset: a cluster of 4 separate species, C2H14N2O3 in total (wB97M-V/def2-TZVPD).

Summary:
Frontier orbital gap: 8.79 eV
Relative energy (zero: lowest compared OMol25 entry of this formula, charge and spin): 358.0 kJ/mol
E_HOMO: -8.5 eV
Calculated total energy: -11420.716 eV

The geometry in ORCA input format:
```
! wB97M-V def2-TZVPD RIJCOSX def2/J DEFGRID3
* xyz 0 1
H 0.72601 -0.73650 0.63763
O -0.07336 1.91721 2.35253
H 1.75175 -1.93128 0.13787
H 1.35427 -0.28344 -0.72118
H -1.40782 1.87998 -1.02957
H -0.30760 2.34922 1.53853
H 1.44508 -1.89756 -3.13168
H -2.56079 1.30814 0.00165
H 0.73528 0.46136 5.04508
O -1.61415 1.83871 -0.09845
C 1.16032 -1.21964 -0.25988
H 0.13510 1.79761 5.22991
N 0.13974 -1.56496 -1.31903
C 0.42433 -1.58173 -2.79891
H -0.96751 1.53476 2.50511
N -0.04970 -0.29680 -3.20095
H -0.42513 -2.30619 -3.20698
H 0.48509 0.45263 -2.74089
H -0.24922 -2.41039 -1.06997
H -1.04293 -0.25043 -3.52928
O 0.34123 0.93931 5.65847
*
```

natural (NBO) population analysis, charges in e, atoms 1 to 6:
1 H 0.207
2 O -0.947
3 H 0.189
4 H 0.207
5 H 0.483
6 H 0.484


Entry 8:
Entry from the Open Molecules 2025 dataset: a cluster of 2 separate species, C5H11NO2 in total (wB97M-V/def2-TZVPD).

Summary:
Frontier orbital gap: 10.40 eV
Relative energy (zero: lowest compared OMol25 entry of this formula, charge and spin): 76.8 kJ/mol
E_HOMO: -9.6 eV
Calculated total energy: -10948.471 eV

The geometry in ORCA input format:
```
! wB97M-V def2-TZVPD RIJCOSX def2/J DEFGRID3
* xyz 0 1
H 2.88355 -0.89207 0.82673
C -2.09066 0.96073 -1.83849
H 1.27815 0.92041 3.80113
C -1.05434 -0.97752 -2.90994
N -2.20279 -0.28681 -2.35498
H -3.12192 -0.73583 -2.34559
O -1.04610 1.59388 -1.79585
C 2.51396 -0.04824 1.43332
H -3.06044 1.35703 -1.45101
H -0.62766 -0.41419 -3.75681
H 3.27774 0.20350 2.18821
H -0.35410 0.28914 3.41825
H -0.26981 -1.11298 -2.14655
C 1.21125 -0.41359 2.10679
H -1.36902 -1.97105 -3.27117
H 0.37984 1.55803 2.38841
H 2.37108 0.82367 0.77305
C 0.59125 0.65203 2.98093
O 0.69001 -1.50613 1.95357
*
```

natural (NBO) population analysis, charges in e, atoms 1 to 6:
1 H 0.235
2 C 0.523
3 H 0.229
4 C -0.423
5 N -0.615
6 H 0.399